<w>
C27H42As3IMnN4O5S as an isolated structure, computed with wB97M-V/def2-TZVPD.

Last column: Mulliken spin population.
CARTESIAN COORDINATES (ANGSTROEM)
Mn -1.42 0.54 0.22  4.437
C 2.53 -0.59 -2.28  0.012
As 0.67 -0.95 -1.73  0.023
C 0.04 -1.39 -3.53  0.002
C 0.77 -2.81 -1.07  0.017
C 1.42 -3.19 0.27  -0.014
C 1.41 -4.72 0.34  -0.003
C 0.62 -2.69 1.49  0.019
As 0.30 -0.78 1.74  0.107
C -0.31 -0.82 3.59  -0.001
C 2.04 0.04 2.06  0.022
C 2.87 -2.71 0.31  -0.002
As 3.95 -3.22 1.89  0.000
C 5.41 -1.97 1.49  0.000
C 4.83 -4.80 1.15  0.000
H 2.99 -1.47 -2.72  0.000
H 3.15 -0.25 -1.44  0.000
H 2.50 0.20 -3.02  0.002
H 0.31 -0.59 -4.21  0.001
H -1.04 -1.51 -3.49  0.000
H 0.51 -2.31 -3.87  0.000
H 1.26 -3.39 -1.86  0.004
H -0.29 -3.10 -1.07  -0.007
H 0.40 -5.11 0.20  0.000
H 1.77 -5.08 1.31  0.000
H 2.05 -5.15 -0.44  0.000
H 1.09 -3.05 2.41  0.001
H -0.38 -3.13 1.45  -0.002
H 0.43 -1.29 4.24  0.000
H -1.25 -1.37 3.65  0.000
H -0.49 0.20 3.91  0.000
H 2.65 -0.59 2.70  0.001
H 1.84 1.00 2.55  -0.001
H 2.56 0.25 1.13  -0.003
H 2.91 -1.62 0.28  0.001
H 3.40 -3.06 -0.58  0.000
H 5.09 -0.95 1.71  0.000
H 5.71 -2.04 0.45  0.000
H 6.27 -2.20 2.12  0.000
H 4.16 -5.66 1.17  0.000
H 5.71 -5.04 1.75  0.000
H 5.15 -4.62 0.12  0.000
C -5.39 -0.53 1.91  0.003
C -4.14 -0.36 1.12  0.006
N -3.30 0.60 1.34  -0.024
O -3.59 1.44 2.40  0.007
C -3.80 -1.30 0.05  0.057
C -4.75 -2.35 -0.44  0.000
N -2.61 -1.18 -0.48  0.103
O -2.24 -1.97 -1.42  0.007
H -5.34 0.02 2.84  0.001
H -5.56 -1.59 2.12  0.001
H -6.25 -0.17 1.34  0.002
H -2.89 2.12 2.34  0.005
H -5.78 -2.10 -0.21  0.000
H -4.53 -3.33 0.00  0.001
H -4.62 -2.46 -1.52  0.000
O -0.20 6.04 1.27  0.000
S -1.87 5.73 1.19  0.001
O -2.14 5.74 -0.24  0.001
N -1.84 4.15 1.70  0.009
C -0.87 3.37 1.30  0.033
O -0.89 2.12 1.55  0.041
C 0.31 3.89 0.52  -0.009
C 1.23 3.05 -0.09  0.043
C 2.25 3.59 -0.86  0.014
C 2.34 4.96 -1.05  0.000
C 1.42 5.81 -0.45  0.001
C 0.42 5.26 0.33  -0.003
H 1.14 1.98 0.04  -0.035
H 2.98 2.93 -1.31  0.000
H 3.13 5.37 -1.65  0.000
H 1.45 6.88 -0.60  0.000
I -5.21 4.67 -1.67  0.001
C -3.49 3.59 -2.12  0.000
C -2.83 3.75 -3.32  0.002
C -1.70 2.99 -3.56  0.000
C -1.28 2.10 -2.60  0.019
N -1.91 1.95 -1.43  0.052
C -2.99 2.69 -1.19  0.046
H -3.20 4.46 -4.06  0.000
H -1.16 3.08 -4.49  0.000
H -0.40 1.48 -2.75  0.004
H -3.48 2.55 -0.24  -0.006

Computed properties:
HOMO level (spin up / spin down)	-7.5 / -7.5	eV
total charge	0
spin multiplicity	6
gap between HOMO and LUMO (spin up / spin down)	0.2874 / 0.2835	Eh

=====

<x>
C27H42As3IMnN4O5S as an isolated structure, computed with wB97M-V/def2-TZVPD.

Last column: Mulliken spin population.
CARTESIAN COORDINATES (ANGSTROEM)
Mn -0.35 -0.29 -1.12  4.570
C 3.64 -0.22 -0.34  0.015
As 1.84 -0.10 0.37  0.015
C 2.07 -1.37 1.82  0.018
C 2.10 1.61 1.30  0.031
C 1.03 2.22 2.25  -0.026
C 1.79 3.21 3.13  0.001
C -0.03 3.00 1.45  0.026
As -1.23 2.00 0.25  0.054
C -2.79 1.70 1.37  0.011
C -1.90 3.57 -0.68  0.016
C 0.40 1.12 3.12  0.009
As -0.81 1.40 4.68  0.000
C 0.58 1.52 6.06  0.000
C -1.31 3.30 4.75  0.000
H 4.33 -0.22 0.50  0.002
H 3.84 0.62 -1.01  -0.002
H 3.73 -1.14 -0.91  0.000
H 2.82 -0.97 2.51  0.001
H 2.41 -2.31 1.39  -0.001
H 1.14 -1.57 2.34  -0.003
H 2.33 2.34 0.52  -0.007
H 3.02 1.46 1.87  0.003
H 2.33 3.93 2.52  0.001
H 2.53 2.68 3.75  -0.001
H 1.13 3.76 3.80  -0.001
H 0.48 3.72 0.80  -0.003
H -0.66 3.58 2.13  0.004
H -3.12 2.65 1.80  0.001
H -2.57 0.98 2.15  -0.003
H -3.57 1.28 0.74  -0.001
H -2.16 4.33 0.06  0.000
H -2.78 3.31 -1.26  0.000
H -1.15 3.97 -1.36  0.001
H 1.20 0.54 3.58  0.002
H -0.15 0.41 2.49  0.012
H 1.03 0.54 6.20  0.000
H 0.12 1.83 7.00  0.000
H 1.35 2.24 5.79  0.000
H -2.03 3.54 3.97  0.000
H -0.47 3.99 4.70  0.000
H -1.81 3.42 5.71  0.000
C 2.67 -1.92 -5.19  0.000
C 1.91 -1.41 -3.99  -0.008
N 2.36 -0.51 -3.21  0.016
O 3.60 0.04 -3.50  0.001
C 0.53 -1.92 -3.72  0.071
C -0.06 -3.17 -4.32  0.000
N -0.17 -1.19 -2.94  0.022
O -1.40 -1.57 -2.59  0.096
H 3.70 -2.17 -4.93  0.000
H 2.68 -1.18 -6.00  0.000
H 2.23 -2.83 -5.59  0.000
H 3.93 -0.34 -4.32  0.000
H 0.38 -3.46 -5.27  0.000
H -1.13 -3.00 -4.46  0.002
H 0.02 -4.00 -3.62  0.003
O 1.25 -4.39 0.86  0.001
S 0.02 -4.18 0.13  0.000
O -0.14 -4.89 -1.11  0.001
N -0.28 -2.60 -0.05  0.067
C -1.41 -2.22 0.55  -0.088
O -1.83 -1.05 0.47  0.059
C -2.09 -3.32 1.30  -0.001
C -3.25 -3.27 2.05  0.004
C -3.67 -4.45 2.67  0.000
C -2.94 -5.63 2.53  0.001
C -1.77 -5.67 1.78  -0.001
C -1.37 -4.50 1.18  -0.002
H -3.80 -2.35 2.15  0.002
H -4.57 -4.45 3.27  0.000
H -3.29 -6.53 3.03  0.000
H -1.20 -6.59 1.67  0.000
I -3.30 1.39 -6.47  0.001
C -1.78 1.80 -5.12  -0.004
C -0.72 2.62 -5.47  0.001
C 0.27 2.85 -4.53  0.002
C 0.15 2.26 -3.29  0.027
N -0.87 1.48 -2.95  -0.027
C -1.82 1.24 -3.85  0.023
H -0.67 3.06 -6.46  0.000
H 1.13 3.47 -4.77  0.000
H 0.92 2.40 -2.53  -0.015
H -2.60 0.55 -3.56  0.000

Computed properties:
HOMO level (spin up / spin down)	-7.3 / -7.6	eV
total charge	0
spin multiplicity	6
gap between HOMO and LUMO (spin up / spin down)	0.2839 / 0.2917	Eh

=====

In terms of stability, <w> leads; the second structure lies 20.0 kcal/mol higher.

=====

<w>
One molecule with the formula C4H5N3O2, computed with wB97M-V/def2-TZVPD.

Last column: Mulliken charge in e.
CARTESIAN COORDINATES (ANGSTROEM)
N 2.19 0.34 -0.64  -0.667
N 0.86 0.09 -0.56  -0.110
C 0.22 -0.74 0.52  -0.241
C -1.07 -1.26 0.01  0.112
O -1.48 -2.38 -0.05  -0.527
N -1.86 -0.07 -0.26  -0.057
C -1.30 1.12 0.09  -0.063
O -1.89 2.18 0.00  -0.587
C 0.11 0.76 0.43  0.474
H 2.46 -0.46 -1.17  0.277
H 2.83 0.49 0.15  0.213
H 0.95 -1.39 0.90  0.496
H -2.85 -0.03 -0.42  0.240
H 0.83 1.36 1.00  0.438

Computed properties:
HOMO level	-9.3	eV
SMILES	NN1[C@@H]2C(=O)NC(=O)[C@@H]21
total charge	0
gap between HOMO and LUMO	0.3641	Eh

=====

<x>
One molecule with the formula C4H5N3O2, computed with wB97M-V/def2-TZVPD.

Last column: Mulliken charge in e.
CARTESIAN COORDINATES (ANGSTROEM)
H 0.49 2.21 0.77  0.224
N -0.41 2.21 0.28  -0.699
C -0.91 1.00 0.14  0.512
O -2.10 0.83 -0.53  -0.329
C -2.30 -0.47 -0.59  -0.011
N -1.32 -1.18 -0.14  -0.822
N -0.38 -0.28 0.27  0.661
C 0.92 -0.72 0.59  -0.615
C 1.99 -0.34 -0.54  0.057
O 2.07 0.83 -0.88  -0.417
H -3.22 -0.95 -0.86  0.426
H 1.34 -0.34 1.48  0.336
H 0.91 -1.81 0.70  0.337
H 2.92 -0.97 -0.68  0.340

Computed properties:
HOMO level	-8.4	eV
SMILES	[H]/N=c1/ocnn1CC=O
total charge	0
gap between HOMO and LUMO	0.3187	Eh

=====

<y>
C4H5N3O2 as an isolated structure, computed with wB97M-V/def2-TZVPD.

Last column: Mulliken charge in e.
CARTESIAN COORDINATES (ANGSTROEM)
C -1.12 -0.48 -0.25  0.122
C -1.90 0.53 -0.14  -0.353
C 0.18 1.20 -0.08  0.432
C 1.39 -1.01 -0.18  0.099
H -1.68 -2.00 0.88  0.375
H -2.94 0.43 -0.07  0.449
H 0.45 3.06 0.47  0.283
H 1.14 -2.28 0.42  0.180
H 3.39 -1.04 -0.06  0.263
N 1.00 2.20 0.08  -0.715
N 0.19 -0.15 -0.15  0.289
N 2.55 -0.46 -0.35  -0.499
O -1.49 -1.77 -0.15  -0.552
O -1.14 1.76 -0.41  -0.374

Computed properties:
HOMO level	-8.5	eV
total charge	0
gap between HOMO and LUMO	0.3122	Eh

=====

<z>
One molecule with the formula C4H5N3O2, computed with wB97M-V/def2-TZVPD.

Last column: Mulliken charge in e.
CARTESIAN COORDINATES (ANGSTROEM)
O 1.21 1.75 -1.34  -0.598
C 0.68 0.18 -1.08  1.017
N -0.11 0.02 0.00  0.738
C -1.13 -0.87 0.07  -0.103
C -1.61 -0.75 1.33  -0.855
C -0.80 0.20 1.98  0.032
N 0.13 0.61 1.17  -1.020
N 1.75 -0.73 -1.52  -0.572
O 0.57 -0.40 -2.26  -0.384
H 1.39 2.31 -0.48  0.333
H -1.56 -1.34 -0.83  0.354
H -2.38 -1.20 1.86  0.422
H -0.77 0.60 3.07  0.346
H 2.63 -0.40 -1.99  0.290

Computed properties:
HOMO level	-9.9	eV
SMILES	O[C@]1(n2cccn2)NO1
total charge	0
gap between HOMO and LUMO	0.3957	Eh

=====

In terms of stability, <w> leads; the second structure lies 3.9 kcal/mol higher.

=====

<w>
One molecule with the formula C5H12P2S, computed with wB97M-V/def2-TZVPD.

Last column: Mulliken charge in e.
CARTESIAN COORDINATES (ANGSTROEM)
C 1.15 -1.02 -2.26  -1.275
P -0.32 -0.48 -1.31  -0.051
C -0.34 -1.52 0.25  -0.630
C -0.92 -0.74 1.34  -0.661
C 0.09 0.49 1.68  -0.914
P 0.70 1.11 -0.10  0.493
C -0.32 2.61 -0.48  -1.003
S 2.61 1.37 -0.16  -0.413
H 1.81 -1.71 -1.87  0.458
H 1.85 -0.27 -2.73  0.340
H 0.85 -1.54 -3.08  0.494
H 0.62 -1.98 0.34  0.438
H -1.18 -2.26 0.29  0.349
H -1.89 -0.31 0.93  0.301
H -1.14 -1.38 2.27  0.362
H -0.12 1.32 2.29  0.485
H 1.02 -0.10 2.00  0.272
H -0.43 3.08 0.54  0.288
H 0.44 3.25 -1.07  0.291
H -1.22 2.41 -1.10  0.375

Computed properties:
HOMO level	-8.2	eV
SMILES	CP1CCC[P@@]1(C)=S
total charge	0
gap between HOMO and LUMO	0.3343	Eh

=====

<x>
One molecule with the formula C5H12P2S, computed with wB97M-V/def2-TZVPD.

Last column: Mulliken charge in e.
CARTESIAN COORDINATES (ANGSTROEM)
C 3.14 1.76 0.79  -0.762
S 1.87 1.31 -0.62  -0.162
P 1.28 -0.98 -0.46  -0.015
P -0.25 -1.10 1.29  0.016
C -1.21 0.55 1.50  -0.819
C -1.52 -1.81 0.03  -1.004
C -1.41 -1.01 -1.30  -0.590
C -0.06 -0.39 -1.61  -0.599
H 2.77 1.20 1.71  0.237
H 4.17 1.70 0.43  0.307
H 3.03 2.85 0.71  0.283
H -1.19 0.88 2.59  0.309
H -2.15 0.15 1.12  0.264
H -0.89 1.32 0.83  0.275
H -2.58 -1.92 0.28  0.459
H -1.13 -2.83 -0.25  0.400
H -1.86 -1.55 -2.13  0.374
H -2.14 -0.24 -1.16  0.277
H 0.24 -0.55 -2.60  0.571
H -0.11 0.65 -1.19  0.177

Computed properties:
HOMO level	-8.4	eV
SMILES	CSP1#P(C)CCC1
total charge	0
gap between HOMO and LUMO	0.3117	Eh

=====

In terms of stability, <w> leads; the second structure lies 25.8 kcal/mol higher.

=====

<w>
C2H5IN2O as an isolated structure, computed with wB97M-V/def2-TZVPD.

Last column: Mulliken charge in e.
CARTESIAN COORDINATES (ANGSTROEM)
C -0.38 -0.17 1.03  0.699
C 0.79 -0.21 -1.00  -0.849
N -1.57 -0.11 1.57  -0.257
N -0.49 -0.10 -0.43  -0.384
O 0.73 -0.45 1.47  -0.593
I -1.71 1.12 -1.45  0.128
H 0.91 0.36 -1.87  0.339
H 1.60 -0.09 -0.36  0.356
H 0.99 -1.29 -1.18  0.253
H -2.28 0.11 0.92  0.081
H -1.66 -0.24 2.52  0.227

Computed properties:
HOMO level	-8.8	eV
total charge	0
gap between HOMO and LUMO	0.3175	Eh

=====

<x>
A 2-piece molecular cluster, C2H5IN2O overall, computed with wB97M-V/def2-TZVPD.

Last column: Mulliken charge in e.
CARTESIAN COORDINATES (ANGSTROEM)
C -1.07 2.05 0.08  -0.095
C 0.11 -1.08 -0.73  -0.221
N 1.35 -1.28 1.29  -1.051
N 0.38 -1.01 0.54  0.353
O -1.36 1.09 0.72  -0.448
I 1.56 -1.82 -2.09  -0.001
H -0.07 2.24 -0.11  0.282
H -1.85 2.76 -0.38  0.222
H -0.91 -0.75 -1.10  0.421
H 2.13 -1.73 0.71  0.174
H -0.25 -0.47 1.08  0.363

Computed properties:
HOMO level	-7.8	eV
total charge	0
gap between HOMO and LUMO	0.2947	Eh

=====

<y>
C2H5IN2O as an isolated structure, computed with wB97M-V/def2-TZVPD.

Last column: Mulliken charge in e.
CARTESIAN COORDINATES (ANGSTROEM)
C 0.78 -0.90 0.43  -0.208
C -0.86 0.39 -0.96  -0.270
N 0.56 0.52 0.85  -0.380
N 0.01 1.16 -0.25  -0.183
O -0.10 -1.30 -0.54  -0.484
I -2.74 0.00 0.07  0.063
H 1.86 -0.76 0.18  0.250
H 0.79 -1.64 1.37  0.272
H -1.09 0.27 -2.06  0.386
H 0.06 0.71 1.70  0.285
H 0.73 1.54 -0.79  0.269

Computed properties:
HOMO level	-9.0	eV
total charge	0
gap between HOMO and LUMO	0.3393	Eh

=====

In terms of stability, <w> leads; the second structure lies 58.2 kcal/mol higher.

=====

<w>
A 2-piece molecular cluster, C4H9N4O overall, computed with wB97M-V/def2-TZVPD.

Last column: Mulliken charge in e.
CARTESIAN COORDINATES (ANGSTROEM)
C -1.71 0.23 -0.82  0.099
C 2.14 0.18 -1.15  -0.708
C 1.39 -1.13 0.84  -0.961
C 1.32 -0.73 -0.62  -0.087
N -1.73 -1.06 -0.75  -0.203
N -1.27 -0.26 1.22  -0.507
N -1.52 0.71 0.39  1.221
N -1.61 1.95 0.75  -0.799
O -1.43 -1.40 0.50  0.118
H 2.26 0.30 -2.26  0.286
H -1.97 0.79 -1.77  0.406
H 2.95 0.59 -0.40  0.173
H 0.49 -0.76 1.35  0.288
H 2.37 -0.74 1.17  0.418
H 1.22 -2.21 0.81  0.294
H 0.57 -1.31 -1.15  0.455
H -1.86 2.68 0.16  0.223
H -1.63 2.17 1.75  0.285

Computed properties:
HOMO level	-13.1	eV
total charge	+1
gap between HOMO and LUMO	0.2646	Eh

=====

<x>
An isolated ion of composition C4H9N4O and charge +1, computed with wB97M-V/def2-TZVPD.

Last column: Mulliken charge in e.
CARTESIAN COORDINATES (ANGSTROEM)
C 1.93 -0.83 -0.13  -0.943
C 1.47 0.56 -0.67  -0.322
O 1.04 1.37 0.45  -0.373
C -0.32 1.63 0.47  -0.312
N -1.19 0.44 0.20  0.823
N -2.09 0.59 -0.70  -0.314
N -2.71 -0.57 -0.80  -0.375
C -2.17 -1.41 0.05  0.039
N -1.18 -0.76 0.71  -0.173
H 3.02 -0.82 -0.06  0.325
H 1.63 -1.67 -0.77  0.295
H 1.56 -1.02 0.89  0.276
H 0.76 0.52 -1.50  0.316
H 2.37 1.06 -1.06  0.390
H -0.56 2.01 1.48  0.326
H -0.61 2.42 -0.24  0.315
H -2.39 -2.45 0.24  0.429
H -0.55 -1.07 1.45  0.278

Computed properties:
HOMO level	-15.0	eV
SMILES	CCOCn1nnc[nH+]1
total charge	+1
gap between HOMO and LUMO	0.3690	Eh

=====

In terms of stability, <x> leads; the second structure lies 96.7 kcal/mol higher.

=====

<w>
A 2-piece molecular cluster, C4H9N2O overall, computed with wB97M-V/def2-TZVPD.

Last column: Mulliken spin population.
CARTESIAN COORDINATES (ANGSTROEM)
C -0.89 0.99 1.45  0.026
C -0.77 0.38 0.11  0.315
C -1.33 0.57 -1.19  0.372
N -1.04 -0.54 -1.92  -0.018
C -0.15 -1.30 -1.19  0.267
N 0.10 -0.70 -0.05  -0.061
H -0.16 0.54 2.13  0.001
H -0.84 2.07 1.52  0.025
H -1.87 0.68 1.85  0.052
H -2.02 1.34 -1.52  0.010
H -1.04 -0.46 -2.94  -0.001
H 0.17 -2.29 -1.49  0.013
H 0.82 -1.11 0.56  0.000
H 2.95 0.66 0.67  0.000
H 3.44 -0.67 1.01  0.000
O 2.61 -0.16 1.01  -0.001

Computed properties:
HOMO level (spin up / spin down)	-19.4 / -19.4	eV
total charge	+2
spin multiplicity	2
gap between HOMO and LUMO (spin up / spin down)	0.3602 / 0.2180	Eh

=====

<x>
A 2-piece molecular cluster, C4H9N2O overall, computed with wB97M-V/def2-TZVPD.

Last column: Mulliken spin population.
CARTESIAN COORDINATES (ANGSTROEM)
C 1.33 -1.10 -2.67  0.024
C 0.41 -0.48 -1.65  0.355
C -0.13 0.73 -1.13  0.408
N -0.93 0.39 0.04  -0.035
C -1.03 -0.91 0.11  0.209
N -0.29 -1.47 -0.83  -0.049
H 2.01 -1.64 -1.94  0.039
H 0.71 -1.88 -3.24  0.038
H 1.85 -0.45 -3.56  -0.001
H -0.02 1.78 -1.31  0.005
H -1.00 0.94 0.97  0.000
H -1.76 -1.35 0.87  0.010
H -0.35 -2.33 -1.36  -0.001
H -0.92 2.34 4.93  0.000
H 0.28 2.50 5.76  0.000
O -0.16 2.93 5.00  0.001

Computed properties:
HOMO level (spin up / spin down)	-16.0 / -16.0	eV
total charge	+2
spin multiplicity	2
gap between HOMO and LUMO (spin up / spin down)	0.2299 / 0.0694	Eh

=====

In terms of stability, <w> leads; the second structure lies 49.0 kcal/mol higher.